# C18H16BaN2O5

A structure of composition C18H16BaN2O5 (wB97M-V/def2-TZVPD, the OMol25 dataset).

CARTESIAN COORDINATES (ANGSTROEM)
1 Ba -0.030 0.025 -0.097
2 O -0.661 1.669 -1.855
3 C -1.222 1.718 -3.048
4 C -1.349 2.922 -3.761
5 C -1.976 2.961 -4.992
6 C -2.511 1.809 -5.563
7 C -2.402 0.612 -4.877
8 C -1.748 0.551 -3.650
9 C -1.647 -0.714 -2.886
10 N -0.592 -1.373 -2.616
11 C 0.664 -0.959 -3.258
12 C 1.866 -1.640 -2.614
13 N 2.201 -1.004 -1.343
14 C 3.435 -0.755 -1.117
15 C 4.040 -0.126 0.041
16 C 5.443 -0.033 0.016
17 C 6.164 0.527 1.042
18 C 5.464 1.020 2.149
19 C 4.094 0.950 2.208
20 C 3.320 0.383 1.163
21 O 2.031 0.352 1.256
22 H -0.939 3.820 -3.315
23 H -2.057 3.906 -5.515
24 H -3.008 1.848 -6.523
25 H -2.820 -0.295 -5.299
26 H -2.574 -1.114 -2.464
27 H 0.795 0.127 -3.244
28 H 0.607 -1.267 -4.306
29 H 2.711 -1.622 -3.312
30 H 1.603 -2.685 -2.432
31 H 4.167 -1.045 -1.883
32 H 5.965 -0.424 -0.851
33 H 7.243 0.585 0.995
34 H 6.008 1.465 2.974
35 H 3.557 1.330 3.069
36 O 0.717 2.778 3.201
37 C 0.233 1.977 2.580
38 O -3.894 -1.702 1.096
39 C -2.838 -1.460 0.807
40 O -2.340 1.687 0.240
41 H -1.941 2.043 -0.586
42 H -2.369 2.417 0.865

The calculation puts the total energy at -1206.8073 Ha. The strongest force on any atom comes out at 0.6 eV Å⁻¹. The spin multiplicity is 1. As for the HOMO-LUMO gap: 7.49 eV. The HOMO energy comes out at -7.438 eV. For the molecular weight, the calculation gives 477.663 g/mol.